Density functional theory data (ωB97M-V with the def2-TZVPD basis set) for a cluster of 8 separate species, C26H71N3O10 in total.

**2S+1**: 2
**E_HOMO (alpha / beta)**: -10.919 / -10.919 eV
**Total energy**: -1949.3679 Ha
**Orbital gap (alpha / beta)**: 9.016 / 4.053 eV
**Expectation value of S²**: 0.754
**Net charge**: +1

Structure (XYZ):
```
110
Properties=species:S:1:pos:R:3:lowdin_charge:R:1
C 2.589 -6.210 0.680 -0.06
C 3.806 -5.990 -0.261 -0.41
C 3.345 -5.273 -1.553 -0.23
O 2.478 -6.060 -2.338 -0.17
C 2.135 -5.306 -3.510 -0.09
N 4.889 -5.263 0.407 0.03
H 2.193 -5.247 1.003 0.06
H 2.894 -6.661 1.624 0.07
H 1.805 -6.817 0.227 0.08
H 4.197 -6.969 -0.540 0.13
H 4.237 -5.032 -2.132 0.12
H 2.885 -4.327 -1.266 0.11
H 1.326 -5.784 -4.062 0.09
H 2.996 -5.152 -4.161 0.09
H 1.811 -4.320 -3.176 0.06
H 5.219 -5.715 1.248 0.07
H 5.723 -5.339 -0.157 0.07
C 1.281 3.391 -2.980 -0.07
O 0.139 2.956 -2.227 -0.19
C 0.059 3.506 -0.945 -0.20
C -1.330 3.124 -0.419 -0.09
N -1.539 3.675 0.929 0.20
C -2.682 3.045 1.626 -0.08
C -3.013 3.890 2.868 -0.20
O -3.576 5.163 2.616 -0.17
C -3.458 6.055 3.715 -0.08
H 1.463 4.456 -3.127 0.09
H 1.235 2.894 -3.948 0.10
H 2.250 3.115 -2.563 0.08
H 0.178 4.588 -0.990 0.14
H 0.853 3.111 -0.312 0.12
H -1.416 2.048 -0.268 0.12
H -2.118 3.397 -1.120 0.14
H -0.780 3.461 1.560 0.08
H -2.400 2.014 1.837 0.15
H -3.547 3.023 0.964 0.13
H -2.136 3.929 3.514 0.11
H -3.781 3.337 3.408 0.14
H -3.778 7.060 3.442 0.10
H -2.432 6.116 4.078 0.07
H -4.222 5.756 4.434 0.10
C -0.672 -0.762 2.791 -0.12
O 0.159 0.319 3.152 -0.17
C 0.935 0.807 2.030 -0.19
C 1.696 2.075 2.365 -0.13
N 0.780 3.276 2.608 -0.07
C 1.529 4.453 2.921 -0.20
C 0.707 5.310 3.873 -0.20
O 0.283 4.452 4.916 -0.22
C -0.173 5.045 6.116 -0.08
H -1.308 -1.174 3.574 0.09
H -0.127 -1.612 2.382 0.07
H -1.328 -0.557 1.944 0.07
H 0.181 1.028 1.275 0.09
H 1.624 0.073 1.613 0.13
H 2.353 2.358 1.543 0.12
H 2.352 1.989 3.231 0.13
H 0.355 3.075 3.502 0.09
H 1.741 5.017 2.013 0.13
H 2.472 4.157 3.381 0.13
H -0.179 5.780 3.446 0.11
H 1.428 6.048 4.225 0.13
H 0.645 5.565 6.615 0.09
H -0.409 4.280 6.856 0.10
H -0.936 5.809 5.965 0.08
C -4.725 -0.640 -2.273 -0.06
C -4.446 0.799 -2.657 -0.32
O -4.365 1.601 -1.505 -0.11
H -5.684 -0.691 -1.757 0.08
H -3.892 -1.082 -1.728 0.06
H -4.707 -1.320 -3.125 0.07
H -5.241 1.241 -3.257 0.12
H -3.485 0.929 -3.154 0.09
H -4.468 2.536 -1.695 0.08
C -0.642 -5.348 2.018 -0.07
C -0.532 -4.508 3.299 -0.35
O -1.028 -5.178 4.404 -0.06
H -0.247 -4.727 1.214 0.05
H -1.677 -5.606 1.795 0.08
H 0.057 -6.184 2.027 0.06
H -1.107 -3.582 3.310 0.09
H 0.501 -4.175 3.395 0.11
H -0.298 -5.502 4.937 0.09
C -1.745 -0.752 -5.280 -0.07
C -1.393 -2.256 -4.927 -0.29
O -2.634 -2.678 -4.505 -0.10
H -0.928 -0.314 -5.854 0.06
H -1.998 -0.152 -4.406 0.03
H -2.663 -0.659 -5.859 0.07
H -0.664 -2.392 -4.128 0.10
H -1.131 -2.809 -5.829 0.11
H -3.168 -2.908 -5.269 0.09
C 0.319 -1.696 -0.886 -0.04
C -0.544 -0.603 -1.467 -0.34
O 0.253 0.066 -2.312 -0.08
H 1.072 -1.149 -0.320 0.06
H 0.939 -2.226 -1.608 0.07
H -0.259 -2.405 -0.292 0.08
H -0.884 0.102 -0.708 0.09
H -1.436 -0.955 -1.985 0.11
H -0.105 0.944 -2.468 0.08
C 3.243 0.127 -3.980 -0.07
C 3.600 -0.303 -2.516 -0.28
O 2.889 0.561 -1.660 -0.12
H 3.714 -0.600 -4.641 0.07
H 3.575 1.137 -4.221 0.07
H 2.173 0.002 -4.148 0.05
H 4.667 -0.206 -2.315 0.11
H 3.251 -1.309 -2.282 0.10
H 1.959 0.415 -1.849 0.01
```

Density functional theory data (ωB97M-V with the def2-TZVPD basis set) for a cluster of 4 separate species, C26H72BFIN9O10P5 in total.

**2S+1**: 1
**E_HOMO**: -4.889 eV
**Total energy**: -4408.6067 Ha
**Orbital gap**: 6.826 eV
**Net charge**: -1

Structure (XYZ):
```
125
Properties=species:S:1:pos:R:3:lowdin_charge:R:1
C 0.821 1.340 -8.185 -0.11
O 0.859 0.264 -9.100 -0.19
C 1.995 -0.581 -8.917 -0.23
C 1.553 -2.033 -8.817 -0.19
C 0.970 -2.439 -7.455 -0.20
C 1.871 -2.159 -6.231 -0.20
C 1.120 -1.560 -5.012 -0.10
B 1.659 -0.163 -4.394 -0.79
P 3.590 0.191 -4.576 0.57
O 4.563 -0.903 -4.391 -0.31
O 3.979 1.419 -3.573 -0.16
O 3.784 0.854 -6.080 -0.18
O 0.946 1.102 -4.709 -0.07
C -0.034 1.307 -3.713 -0.18
C 0.605 0.718 -2.450 -0.73
F 1.339 1.726 -1.755 -0.05
P -0.675 0.232 -1.165 0.57
O 0.215 -0.587 -0.061 -0.37
I -1.982 -1.515 -2.301 0.43
O 1.433 -0.256 -2.865 -0.02
H -0.026 1.975 -8.454 0.08
H 0.675 0.993 -7.156 0.08
H 1.733 1.951 -8.246 0.09
H 2.659 -0.463 -9.785 0.12
H 2.567 -0.258 -8.044 0.09
H 0.769 -2.158 -9.574 0.11
H 2.385 -2.679 -9.117 0.11
H -0.009 -1.961 -7.353 0.10
H 0.771 -3.515 -7.507 0.10
H 2.727 -1.551 -6.522 0.07
H 2.274 -3.125 -5.916 0.10
H 0.069 -1.395 -5.287 0.09
H 1.123 -2.281 -4.192 0.09
H 3.617 2.254 -3.875 0.06
H 3.163 1.583 -6.195 0.04
H -0.225 2.380 -3.644 0.13
H -0.937 0.748 -3.988 0.08
H -0.047 -0.259 0.805 0.02
O -5.376 -3.049 -2.393 -0.31
P -6.366 -4.062 -2.005 0.54
N -5.619 -5.565 -1.993 -0.30
C -6.144 -6.805 -2.526 -0.12
C -4.280 -5.600 -1.407 -0.11
N -7.593 -3.991 -3.170 -0.30
C -8.442 -5.096 -3.562 -0.14
C -7.367 -3.068 -4.281 -0.12
N -7.390 -4.165 -0.671 -0.29
C -8.074 -2.890 -0.390 -0.12
C -6.777 -4.659 0.572 -0.13
H -7.158 -7.013 -2.183 0.07
H -5.528 -7.633 -2.174 0.08
H -6.134 -6.831 -3.619 0.08
H -4.297 -5.573 -0.312 0.07
H -3.682 -4.756 -1.751 0.06
H -3.766 -6.512 -1.710 0.08
H -7.961 -5.773 -4.275 0.07
H -9.344 -4.705 -4.041 0.08
H -8.770 -5.665 -2.693 0.07
H -6.684 -3.471 -5.038 0.09
H -6.956 -2.129 -3.925 0.07
H -8.327 -2.859 -4.759 0.08
H -7.378 -2.106 -0.073 0.09
H -8.808 -3.044 0.402 0.08
H -8.598 -2.551 -1.282 0.07
H -5.910 -4.071 0.893 0.09
H -6.475 -5.698 0.456 0.07
H -7.525 -4.620 1.365 0.08
O -0.702 1.984 2.662 -0.28
P -1.050 2.583 3.959 0.54
N -2.394 1.784 4.581 -0.30
C -3.553 2.388 5.206 -0.12
C -2.395 0.332 4.444 -0.12
N -1.395 4.206 3.644 -0.30
C -2.294 5.039 4.415 -0.14
C -1.367 4.606 2.236 -0.11
N -0.119 2.844 5.332 -0.28
C 1.197 3.430 5.005 -0.12
C 0.086 1.674 6.199 -0.13
H -3.283 3.103 5.984 0.07
H -4.140 1.612 5.697 0.08
H -4.206 2.888 4.486 0.08
H -1.737 -0.165 5.167 0.06
H -2.071 0.037 3.445 0.07
H -3.402 -0.056 4.590 0.08
H -3.346 4.886 4.155 0.07
H -2.060 6.090 4.226 0.08
H -2.159 4.876 5.484 0.07
H -2.275 4.318 1.695 0.09
H -0.518 4.165 1.724 0.07
H -1.264 5.693 2.188 0.08
H 1.824 2.748 4.424 0.07
H 1.727 3.681 5.923 0.08
H 1.067 4.345 4.430 0.08
H 0.532 0.819 5.678 0.08
H -0.858 1.363 6.645 0.07
H 0.755 1.961 7.011 0.08
O 4.686 3.471 4.441 -0.28
P 5.764 2.494 4.670 0.54
N 7.178 3.332 5.023 -0.30
C 8.504 3.057 4.502 -0.12
C 7.040 4.469 5.924 -0.12
N 5.905 1.609 3.244 -0.30
C 7.118 0.974 2.767 -0.13
C 5.051 2.030 2.128 -0.10
N 5.863 1.180 5.718 -0.29
C 4.645 0.348 5.685 -0.12
C 6.190 1.490 7.118 -0.13
H 8.781 2.008 4.600 0.07
H 9.238 3.621 5.078 0.08
H 8.612 3.349 3.455 0.08
H 6.931 4.170 6.973 0.06
H 6.170 5.071 5.658 0.07
H 7.919 5.110 5.853 0.08
H 7.794 1.673 2.264 0.07
H 6.856 0.197 2.046 0.08
H 7.649 0.481 3.581 0.07
H 5.441 2.910 1.605 0.09
H 4.047 2.258 2.471 0.07
H 4.981 1.208 1.414 0.09
H 3.771 0.876 6.081 0.08
H 4.809 -0.549 6.284 0.08
H 4.436 0.043 4.662 0.08
H 5.492 2.197 7.582 0.08
H 7.199 1.891 7.189 0.07
H 6.164 0.564 7.692 0.08
```

Density functional theory data (ωB97M-V with the def2-TZVPD basis set) for a structure of composition C26H72F3NaO13S11.

**2S+1**: 1
**E_HOMO**: -8.484 eV
**Total energy**: -6853.5767 Ha
**Orbital gap**: 7.214 eV

Structure (XYZ):
```
126
Properties=species:S:1:pos:R:3:lowdin_charge:R:1
Na -24.981 7.623 13.966 0.60
C -24.061 8.649 10.870 -0.51
O -24.576 9.281 9.682 -0.11
O -24.993 8.206 11.680 -0.19
C -23.141 7.581 10.303 -0.56
F -22.690 6.757 11.265 0.11
F -23.726 6.795 9.389 0.12
F -22.044 8.104 9.728 0.13
C -24.942 10.622 9.896 -0.25
C -25.653 11.085 8.635 -0.05
H -26.437 10.358 8.424 0.03
H -26.081 12.087 8.643 0.09
H -24.971 11.044 7.782 0.05
H -24.012 11.204 10.013 0.11
H -25.560 10.737 10.791 0.11
H -23.371 9.402 11.334 0.15
C -26.322 3.166 13.844 -0.26
S -26.463 4.579 12.765 0.87
O -26.692 5.759 13.674 -0.57
C -24.747 4.621 12.287 -0.25
H -26.274 2.247 13.260 0.06
H -27.170 3.126 14.524 0.06
H -25.420 3.245 14.456 0.06
H -24.153 4.948 13.142 0.05
H -24.632 5.296 11.446 0.03
H -24.423 3.617 12.005 0.07
C -30.284 10.187 6.447 -0.27
S -29.051 11.188 7.276 0.78
O -29.510 12.594 7.258 -0.54
C -29.429 10.543 8.915 -0.26
H -30.283 10.439 5.386 0.05
H -31.287 10.435 6.809 0.07
H -30.122 9.119 6.583 0.05
H -29.585 9.467 8.881 0.04
H -30.390 10.983 9.196 0.07
H -28.694 10.867 9.648 0.04
C -21.111 11.765 10.856 -0.25
S -21.925 12.820 12.064 0.78
O -21.195 12.578 13.338 -0.55
C -21.434 14.359 11.281 -0.24
H -21.223 10.726 11.162 0.04
H -20.040 11.959 10.897 0.06
H -21.613 11.989 9.916 0.04
H -21.839 15.172 11.876 0.05
H -21.911 14.323 10.299 0.04
H -20.349 14.374 11.198 0.06
C -24.708 9.609 3.278 -0.25
S -25.521 8.758 4.645 0.83
O -25.603 7.339 4.216 -0.56
C -24.068 8.863 5.714 -0.26
H -23.856 8.988 3.006 0.06
H -24.417 10.618 3.567 0.04
H -25.383 9.663 2.426 0.06
H -23.224 8.489 5.131 0.01
H -24.216 8.174 6.545 0.03
H -23.919 9.884 6.053 0.04
C -21.526 14.820 5.410 -0.25
S -22.277 13.700 6.606 0.78
O -22.980 14.531 7.610 -0.55
C -23.570 13.084 5.541 -0.28
H -22.261 15.618 5.300 0.06
H -21.376 14.314 4.460 0.05
H -20.608 15.180 5.860 0.05
H -23.171 12.534 4.687 0.05
H -24.119 13.955 5.167 0.07
H -24.307 12.485 6.071 0.03
C -22.196 5.930 7.158 -0.24
S -21.830 6.349 5.446 0.82
O -20.611 5.584 5.104 -0.55
C -23.213 5.471 4.697 -0.24
H -22.940 6.654 7.496 0.01
H -21.276 5.993 7.720 0.02
H -22.674 4.954 7.231 0.06
H -22.918 5.256 3.672 0.06
H -24.071 6.147 4.615 0.00
H -23.468 4.583 5.265 0.05
C -19.283 2.854 14.333 -0.27
S -19.523 3.999 12.983 0.79
O -19.822 3.162 11.794 -0.55
C -21.086 4.662 13.545 -0.27
H -18.331 2.350 14.174 0.06
H -20.104 2.144 14.384 0.06
H -19.155 3.421 15.259 0.06
H -20.911 5.202 14.482 0.06
H -21.772 3.866 13.846 0.05
H -21.467 5.306 12.759 0.02
C -25.033 11.633 13.940 -0.26
S -25.361 12.892 15.182 0.82
O -26.120 12.222 16.266 -0.56
C -23.681 13.011 15.816 -0.25
H -25.800 11.752 13.172 0.04
H -25.141 10.643 14.368 0.04
H -24.073 11.778 13.453 0.00
H -22.916 13.111 15.046 0.02
H -23.538 12.108 16.413 0.06
H -23.632 13.857 16.501 0.05
C -18.869 4.317 8.386 -0.25
S -18.223 5.246 9.781 0.79
O -17.250 6.187 9.185 -0.54
C -19.726 6.176 10.115 -0.30
H -19.674 3.653 8.703 0.06
H -18.044 3.755 7.963 0.05
H -19.262 5.043 7.674 0.03
H -20.591 5.543 10.307 0.04
H -19.948 6.810 9.253 0.04
H -19.517 6.853 10.943 0.06
C -30.178 6.816 13.398 -0.26
S -29.995 7.354 11.704 0.81
O -31.007 8.423 11.507 -0.55
C -28.489 8.274 11.959 -0.28
H -29.574 5.959 13.688 0.04
H -31.237 6.592 13.542 0.05
H -29.963 7.646 14.076 0.06
H -28.284 8.972 11.151 0.03
H -27.643 7.622 12.166 0.02
H -28.601 8.952 12.815 0.07
C -26.060 5.615 7.068 -0.26
S -27.656 6.308 7.530 0.81
O -28.508 5.243 8.079 -0.53
C -27.078 7.322 8.876 -0.26
H -25.247 6.277 7.354 0.02
H -26.053 5.395 6.004 0.04
H -25.933 4.674 7.613 0.07
H -26.732 8.294 8.524 0.04
H -26.488 6.928 9.701 0.06
H -28.034 7.637 9.323 0.01
```